Computed, not measured: 2 unconnected molecules or ions with the total composition C6H13NO in a non-equilibrium geometry, with ωB97M-V/def2-TZVPD.

Results
M ... 115.18 g/mol
Electronic energy ... -366.275553 hartree
LUMO ... 1.01 eV
Energy relative to the best compared isomer or geometry (same formula, charge and spin) ... 415.7 kJ/mol

Last column: natural (NBO) charge in e.
Cartesian coordinates (Å):
C1 -1.7132 0.6734 1.9247  -0.66
C2 -1.7881 0.7142 0.4299  0.23
C3 -2.8765 1.3820 -0.2883  -0.69
N1 -0.7632 0.1694 -0.1766  -0.14
O1 -0.9141 0.3180 -1.5665  -0.60
H1 -0.8410 0.1044 2.1392  0.25
H2 -2.0101 1.6579 2.3139  0.23
H3 -2.6562 0.2077 2.2863  0.22
H4 -3.8010 1.3151 0.3756  0.21
H5 -3.1128 1.0332 -1.3070  0.25
H6 -2.7332 2.4503 -0.4189  0.24
H7 -0.3064 -0.2169 -2.0214  0.47
C4 1.3210 -1.9037 0.3603  -0.38
C5 1.8061 -1.9443 -0.8521  -0.21
C6 2.8914 -1.0684 -1.3318  -0.66
H8 0.6123 -2.6610 0.5652  0.19
H9 1.6394 -1.2563 1.1969  0.20
H10 1.3709 -2.6762 -1.5877  0.20
H11 3.8282 -0.8094 -0.7240  0.23
H12 3.2329 -1.3046 -2.3129  0.21
H13 2.1657 -0.1501 -1.3986  0.22

Forces on atoms 1 to 3 (eV/Å):
C -3.037 0.287 -1.048
C 2.663 -0.932 -1.204
C -2.582 0.348 0.446

=====

Computed, not measured: a single C6H13NO molecule in a non-equilibrium geometry, with ωB97M-V/def2-TZVPD.

Results
M ... 115.18 g/mol
Electronic energy ... -366.368460 hartree
LUMO ... 0.93 eV
Energy relative to the best compared isomer or geometry (same formula, charge and spin) ... 171.8 kJ/mol

Last column: natural (NBO) charge in e.
Cartesian coordinates (Å):
C1 -0.2381 2.8139 -0.1700  -0.41
N1 0.9637 2.0886 -0.2759  -0.68
C2 1.1631 0.6797 -0.7625  0.72
O1 2.3020 0.3705 -0.9057  -0.59
C3 -0.1486 -0.1319 -0.8514  -0.51
C4 -0.1095 -1.4930 -0.0777  -0.21
C5 0.8636 -1.5439 1.2048  -0.63
C6 -1.5511 -1.8800 0.2441  -0.61
H1 -0.4961 3.3599 -1.0845  0.18
H2 -1.0951 2.0575 0.1782  0.19
H3 -0.2269 3.5715 0.6827  0.20
H4 1.7819 2.6466 -0.5082  0.39
H5 -1.0027 0.4365 -0.4212  0.22
H6 -0.3483 -0.1231 -1.9678  0.24
H7 0.3420 -2.1789 -0.8302  0.21
H8 0.3786 -1.3388 2.1777  0.21
H9 1.4597 -2.4284 1.1659  0.22
H10 1.6841 -0.8811 1.0369  0.23
H11 -1.6453 -2.9500 0.5249  0.22
H12 -1.8766 -1.3095 1.2522  0.20
H13 -2.2004 -1.7662 -0.6124  0.21

Forces on atoms 1 to 3 (eV/Å):
C -2.765 -0.274 1.923
N 1.407 -2.543 -1.058
C -2.102 3.834 2.101

=====

Computed, not measured: 2 unconnected molecules or ions with the total composition C6H13NO in a non-equilibrium geometry, with ωB97M-V/def2-TZVPD.

Results
M ... 115.18 g/mol
Electronic energy ... -366.375722 hartree
LUMO ... 0.99 eV
Energy relative to the best compared isomer or geometry (same formula, charge and spin) ... 152.8 kJ/mol

Last column: natural (NBO) charge in e.
Cartesian coordinates (Å):
H1 -2.0598 -1.1133 -0.9278  0.33
N1 -1.3046 -0.4304 -0.8621  -0.65
C1 -1.6497 0.7165 -0.4656  0.16
C2 -3.0406 1.2282 -0.2945  -0.69
H2 -0.8715 1.4723 -0.4135  0.18
H3 -3.1413 1.6799 0.6920  0.23
H4 -3.7801 0.4352 -0.4038  0.21
H5 -3.2383 1.9972 -1.0414  0.23
C3 0.6964 -0.8736 1.7256  -0.61
C4 1.9935 -0.4174 1.0594  -0.50
C5 1.6914 0.3769 -0.2548  0.62
C6 1.6656 -0.4761 -1.4895  -0.75
O1 1.8132 1.5787 -0.2714  -0.56
H6 0.2098 -0.0199 2.1948  0.21
H7 0.9176 -1.6064 2.4999  0.21
H8 0.0175 -1.3874 1.0490  0.22
H9 2.6062 -1.2840 0.8118  0.21
H10 2.5537 0.2095 1.7559  0.22
H11 1.6749 0.1474 -2.3810  0.23
H12 2.5002 -1.1704 -1.5274  0.22
H13 0.7459 -1.0629 -1.4556  0.27

Forces on atoms 1 to 3 (eV/Å):
H -0.309 0.332 -0.023
N 0.240 -0.382 0.377
C -0.472 0.104 -1.060

=====

Quick rundown of Kohn-Sham gap, same order as above: 9.961 10.150 10.108 eV